[1]
Formula: C22H29F16O4S
Source: OMol25
Level of theory: ωB97M-V with the def2-TZVPD basis set

XYZ file:
```
72
Properties=species:S:1:pos:R:3:lowdin_charge:R:1
C -1.365 1.499 3.140 0.131
C -1.660 2.401 2.406 -0.145
C -1.599 3.542 1.499 -0.196
C -1.463 3.117 0.014 -0.214
C -0.861 1.742 -0.192 -0.335
S 0.790 1.578 0.538 1.141
C 0.965 -0.177 0.986 -0.189
C 2.064 1.969 -0.703 -0.299
C 2.662 3.349 -0.328 -0.239
C 3.894 3.227 0.572 -0.147
C 4.200 4.597 1.239 -0.167
O 5.337 5.236 0.680 -0.006
C 5.245 5.440 -0.675 -0.526
C 4.241 6.412 -1.250 0.021
O 5.985 4.848 -1.397 0.147
H -1.059 0.781 3.847 0.039
H -0.823 4.244 1.785 0.118
H -2.543 4.074 1.594 0.119
H -0.937 3.908 -0.516 0.115
H -2.463 3.086 -0.408 0.125
H -1.526 0.952 0.121 0.080
H -0.740 1.593 -1.268 0.105
H 0.061 -0.736 0.754 0.036
H 1.197 -0.275 2.039 0.066
H 1.792 -0.572 0.403 0.061
H 2.805 1.182 -0.627 0.095
H 1.611 1.999 -1.685 0.095
H 2.845 3.888 -1.252 0.117
H 1.902 3.870 0.254 0.090
H 3.755 2.471 1.343 0.114
H 4.748 2.918 -0.030 0.125
H 3.335 5.254 1.119 0.109
H 4.317 4.437 2.304 0.128
H 4.018 6.086 -2.258 0.090
H 4.627 7.426 -1.290 0.098
H 3.302 6.428 -0.700 0.073
C 0.231 -3.670 -5.289 -0.031
C 0.238 -2.128 -5.291 -0.445
C 1.158 -1.409 -4.303 -0.294
F 0.888 -1.692 -3.011 0.080
F 0.998 -0.064 -4.447 0.080
F -1.029 -1.677 -5.165 0.133
F 0.663 -1.751 -6.525 0.116
O -0.793 -4.359 -4.576 0.050
C -0.704 -4.621 -3.223 -0.537
C -1.768 -3.872 -2.414 -0.256
F -1.725 -2.541 -2.621 0.097
F -1.568 -4.083 -1.083 0.072
F 0.544 -4.397 -2.761 0.146
F -0.942 -5.934 -3.068 0.161
H 0.036 -3.943 -6.325 0.153
H 1.216 -4.079 -5.065 0.148
H 2.204 -1.651 -4.504 0.175
H -2.765 -4.227 -2.678 0.182
C -4.194 -3.989 3.614 -0.027
C -3.049 -4.132 4.637 -0.442
C -2.665 -2.900 5.465 -0.298
F -2.263 -1.860 4.701 0.077
F -1.632 -3.214 6.278 0.102
F -1.963 -4.642 4.015 0.131
F -3.458 -5.068 5.534 0.116
O -3.868 -3.755 2.242 0.053
C -3.611 -2.487 1.771 -0.535
C -2.159 -2.326 1.317 -0.251
F -1.283 -2.640 2.288 0.106
F -1.924 -1.015 0.985 0.039
F -3.977 -1.550 2.666 0.147
F -4.390 -2.305 0.683 0.152
H -4.671 -4.967 3.592 0.152
H -4.965 -3.302 3.963 0.147
H -3.504 -2.576 6.086 0.176
H -1.960 -2.966 0.455 0.147
```

net charge: +1
HOMO-LUMO gap: 10.4 eV
HOMO: -0.4648 Eh

---

[2]
Formula: C5H9NO2
Source: OMol25
Level of theory: ωB97M-V with the def2-TZVPD basis set

XYZ file:
```
17
Properties=species:S:1:pos:R:3:lowdin_charge:R:1
C 1.262 0.044 1.415 -0.136
C 1.384 -0.020 -0.125 -0.262
C 0.101 0.343 -0.972 -0.274
C -0.936 1.281 -0.799 -0.267
C -0.460 -1.800 0.006 -0.413
H 0.885 1.414 1.653 0.165
H 0.247 -0.878 2.151 0.200
H 2.557 -0.383 1.877 0.153
H 2.440 0.107 -0.551 0.138
H 0.225 0.251 -2.267 0.207
H -1.390 1.550 -1.773 0.116
H -0.554 2.357 -0.626 0.151
H -2.607 0.350 -0.015 0.062
H -0.070 -2.649 0.652 0.136
N 0.424 -1.057 -0.786 0.008
O -1.877 0.894 0.198 -0.058
O -1.630 -1.803 -0.037 0.072
```

net charge: 0
HOMO-LUMO gap: 9.8 eV
HOMO: -0.3420 Eh

---

[3]
Formula: C26H24N6O2S2
Source: OMol25
Level of theory: ωB97M-V with the def2-TZVPD basis set

XYZ file:
```
60
Properties=species:S:1:pos:R:3:lowdin_charge:R:1
C -5.193 -3.125 0.770 -0.008
C -4.349 -1.889 0.359 -0.292
C -2.977 -1.691 0.154 -0.463
S -2.650 -0.172 -0.202 1.147
C -4.379 0.106 -0.213 -0.501
N -5.226 -0.806 0.278 0.126
C -4.959 1.498 -0.140 -0.130
C -6.260 1.930 -0.451 -0.089
C -6.700 3.226 -0.693 -0.050
C -5.638 4.120 -0.846 -0.313
N -4.437 4.111 -0.792 0.065
C -4.091 2.778 -0.654 -0.011
H -2.894 2.337 -0.651 0.111
H -5.925 5.278 -1.023 0.147
H -7.705 3.440 -0.754 0.076
H -7.014 1.082 -0.016 0.154
C -2.128 -3.052 0.201 -0.301
O -2.561 -4.106 0.192 0.193
N -0.772 -2.346 0.066 0.118
C 0.265 -3.110 0.012 -0.083
C 0.258 -4.538 -0.408 -0.061
C 1.369 -5.098 -0.433 -0.138
C 2.674 -4.376 -0.595 -0.121
C 2.618 -3.076 -0.269 -0.118
C 1.501 -2.261 -0.415 -0.087
C 1.646 -0.967 0.017 -0.366
C 2.584 -0.308 -0.339 0.088
N 2.217 1.276 0.058 0.065
C 0.880 0.913 0.799 -0.448
N 0.592 -0.331 0.733 0.103
S 0.356 2.544 1.258 1.039
C 1.759 3.205 0.613 -0.452
C 2.684 2.444 0.133 -0.514
C 3.915 2.649 -0.583 -0.224
N 4.895 1.659 -0.432 -0.140
C 6.099 2.122 -1.291 -0.028
C 7.006 0.710 -1.395 0.131
O 7.432 0.537 0.362 -0.128
C 6.329 0.400 0.992 -0.380
C 5.291 1.690 1.022 -0.098
H 4.637 1.310 1.751 0.092
H 5.808 2.534 1.510 0.129
H 6.675 0.197 2.002 0.105
H 5.733 -0.692 0.739 0.162
H 7.764 0.902 -1.912 0.008
H 6.591 -0.255 -1.575 0.097
H 5.774 1.903 -2.311 0.127
H 6.757 2.683 -1.030 0.015
H 3.766 3.006 -1.734 0.177
H 4.152 3.810 -0.103 0.181
H 1.930 4.331 0.854 0.119
H 3.522 -0.222 -0.904 0.118
H 3.801 -2.519 -0.578 0.182
H 3.674 -5.089 -0.758 0.149
H 1.595 -6.329 -0.632 0.169
H -0.584 -4.977 -0.056 0.067
H -0.721 -1.526 0.263 -0.090
H -6.377 -2.886 0.876 0.150
H -4.814 -3.482 1.610 0.022
H -4.975 -3.861 0.174 0.000
```

net charge: 0
HOMO-LUMO gap: 7.0 eV
HOMO: -0.2741 Eh

---

[4]
Formula: C21H12IN5O2Yb
Source: OMol25
Level of theory: ωB97M-V with the def2-TZVPD basis set

XYZ file:
```
42
Properties=species:S:1:pos:R:3:lowdin_charge:R:1
Yb -0.320 -0.736 -0.529 1.641
C -0.330 -1.032 4.084 -0.009
C -0.336 -1.336 2.722 -0.085
N -0.349 -0.408 1.773 -0.019
C -0.343 0.904 2.126 -0.129
C -0.332 1.297 3.492 -0.125
C -0.331 0.291 4.468 0.034
C -0.331 2.677 3.838 0.005
C -0.333 3.639 2.878 0.006
C -0.336 3.288 1.498 -0.124
C -0.334 4.268 0.490 0.036
C -0.330 3.885 -0.832 -0.010
C -0.338 2.523 -1.137 -0.085
N -0.353 1.571 -0.211 -0.018
C -0.343 1.925 1.103 -0.130
H -0.324 -1.841 4.826 0.132
H -0.334 -2.373 2.389 0.127
H -0.333 0.571 5.526 0.140
H -0.330 2.948 4.898 0.135
H -0.327 4.703 3.148 0.137
H -0.335 5.327 0.769 0.140
H -0.327 4.621 -1.644 0.131
H -0.338 2.195 -2.177 0.127
I 1.437 -5.174 -6.093 0.912
C 1.839 -3.884 -4.485 -0.709
C 3.152 -3.590 -4.121 -0.117
C 3.395 -2.740 -3.062 0.003
C 2.341 -2.162 -2.345 -0.126
C 1.030 -2.464 -2.725 -0.071
C 0.778 -3.318 -3.786 -0.141
C 2.649 -1.244 -1.184 -0.557
O 3.800 -0.972 -0.876 0.110
O 1.616 -0.788 -0.559 -0.204
H 3.987 -4.029 -4.674 0.111
H 4.424 -2.492 -2.760 0.140
H 0.162 -2.055 -2.226 0.031
H -0.254 -3.556 -4.070 0.107
N -2.438 -0.980 -0.720 -0.079
C -3.519 -0.602 -0.445 -0.328
N -4.727 -0.388 -0.259 0.122
C -5.570 0.415 0.227 -0.383
N -6.414 1.118 0.664 0.121
```

spin multiplicity: 2
net charge: +1
⟨S²⟩: 0.75
HOMO-LUMO gap (alpha / beta): 7.1 / 7.1 eV
HOMO (alpha / beta): -0.4227 / -0.4227 Eh

---

[5]
Formula: C9H22Cl12InS
Source: OMol25
Level of theory: ωB97M-V with the def2-TZVPD basis set

XYZ file:
```
45
Properties=species:S:1:pos:R:3:lowdin_charge:R:1
S 0.857 2.624 3.815 0.651
C -0.018 1.244 3.016 -0.593
C 0.673 0.672 1.773 -0.388
C 0.202 1.333 0.462 -0.385
In 1.922 1.831 -0.864 0.137
H 0.854 3.444 2.753 -0.144
H -1.014 1.589 2.748 0.023
H -0.127 0.512 3.815 0.051
H 1.752 0.804 1.903 0.058
H 0.509 -0.409 1.748 0.092
H -0.345 2.254 0.681 -0.020
H -0.485 0.670 -0.076 -0.003
H 3.088 0.518 -0.595 -0.135
H 1.469 2.018 -2.560 -0.141
H 2.626 3.297 -0.136 -0.140
C -1.691 -4.804 2.839 -1.033
Cl -3.251 -3.981 2.986 0.492
Cl -0.924 -4.536 1.273 0.491
H -1.031 -4.434 3.615 0.023
H -1.877 -5.865 2.950 0.018
C 0.935 -3.040 -2.741 -1.003
Cl 2.032 -1.745 -2.285 0.521
Cl 0.717 -4.332 -1.522 0.473
H -0.046 -2.630 -2.954 0.026
H 1.347 -3.533 -3.614 0.011
C -0.580 -7.452 -2.669 -1.041
Cl -0.167 -6.668 -4.195 0.497
Cl -2.150 -8.272 -2.733 0.490
H 0.178 -8.194 -2.452 0.024
H -0.624 -6.687 -1.904 -0.030
C -3.323 1.780 -1.221 -1.036
Cl -2.786 0.407 -2.205 0.500
Cl -2.408 3.250 -1.551 0.509
H -4.365 1.964 -1.452 0.018
H -3.179 1.523 -0.178 -0.003
C 5.317 4.998 -3.113 -1.034
Cl 7.079 4.911 -3.398 0.454
Cl 4.596 3.457 -2.705 0.494
H 5.159 5.683 -2.288 0.022
H 4.866 5.371 -4.024 0.018
C -3.092 4.004 3.515 -1.021
Cl -4.238 5.324 3.837 0.483
Cl -2.805 3.758 1.793 0.536
H -2.146 4.247 3.984 0.012
H -3.510 3.094 3.929 0.025
```

net charge: -1
HOMO-LUMO gap: 6.6 eV
HOMO: -0.1650 Eh

---

[6]
Formula: C13H19N2PbS
Source: OMol25
Level of theory: ωB97M-V with the def2-TZVPD basis set

XYZ file:
```
36
Properties=species:S:1:pos:R:3:lowdin_charge:R:1
C -1.036 -1.053 -1.785 -0.292
Pb -0.435 0.154 0.065 1.024
N 1.419 1.028 -1.546 -0.016
H -1.242 -0.790 1.456 -0.025
H -1.851 1.286 -0.332 -0.058
H -2.044 -1.441 -1.574 0.007
H -0.294 -1.869 -1.830 -0.014
H -1.033 -0.444 -2.699 -0.002
H 2.222 0.596 -1.086 0.035
H 1.543 2.038 -1.567 0.057
H 1.352 0.677 -2.505 0.061
N 1.503 0.784 1.309 -0.469
S 1.858 0.518 2.881 1.093
C 0.859 1.683 3.818 -0.424
C -0.467 1.938 3.483 -0.092
C -1.196 2.845 4.256 -0.048
C -0.605 3.467 5.357 -0.048
C 0.732 3.208 5.682 -0.055
C 1.478 2.324 4.905 -0.076
C 1.006 -1.058 3.191 -0.412
C 0.114 -1.212 4.255 -0.072
C -0.602 -2.408 4.375 -0.047
C -0.381 -3.451 3.469 -0.052
C 0.577 -3.316 2.458 -0.062
C 1.293 -2.124 2.336 -0.130
H 1.920 1.689 1.041 0.021
H -0.922 1.434 2.634 0.051
H -2.236 3.044 3.998 0.119
H -1.186 4.159 5.963 0.117
H 1.200 3.680 6.545 0.118
H 2.522 2.103 5.124 0.113
H -0.032 -0.395 4.956 0.114
H -1.329 -2.511 5.185 0.120
H -0.943 -4.380 3.576 0.117
H 0.772 -4.135 1.768 0.117
H 2.054 -2.012 1.567 0.111
```

net charge: +1
HOMO-LUMO gap: 8.2 eV
HOMO: -0.4418 Eh

---

[7]
Formula: C5H5F6N
Source: OMol25
Level of theory: ωB97M-V with the def2-TZVPD basis set

XYZ file:
```
17
Properties=species:S:1:pos:R:3:lowdin_charge:R:1
C -0.256 -1.243 0.230 -0.233
C -0.387 1.166 -0.660 -0.014
C 0.068 -0.207 -0.683 -0.169
C 0.600 -0.621 -1.996 -0.596
C 2.950 -0.090 -0.128 -0.376
N -0.518 -0.966 1.432 0.119
F -0.445 -0.889 -2.842 0.114
F 1.257 0.426 -2.654 0.082
F 1.329 -1.711 -2.071 0.164
F 3.244 -0.786 0.946 0.153
F 3.654 -0.619 -1.213 0.071
F 3.251 1.164 0.015 0.170
H -0.254 -2.293 -0.186 0.146
H -0.391 1.612 -1.656 0.103
H 0.401 1.695 -0.030 0.132
H -1.285 1.261 -0.235 0.048
H -0.638 -1.811 2.061 0.087
```

net charge: 0
HOMO-LUMO gap (alpha / beta): 8.2 / 9.0 eV
HOMO (alpha / beta): -0.3404 / -0.3834 Eh

---

[8]
Formula: C5H15N4O2
Source: OMol25
Level of theory: ωB97M-V with the def2-TZVPD basis set

XYZ file:
```
26
Properties=species:S:1:pos:R:3:lowdin_charge:R:1
C 2.324 0.695 0.824 -0.511
C -2.498 0.941 1.197 -0.097
C -1.609 0.696 -0.024 -0.291
C -1.541 -0.796 -0.253 -0.217
C -1.112 -1.100 -1.710 -0.299
N 1.240 0.825 1.396 0.175
N 3.490 1.312 1.195 0.143
N 2.512 -0.151 -0.329 0.203
N 1.551 -1.101 -0.549 0.033
O -0.314 -2.165 -1.913 -0.051
O 0.763 -1.625 0.216 0.132
H -2.207 0.210 1.874 0.043
H -2.300 1.881 1.767 0.092
H -3.532 0.786 0.905 0.084
H -2.005 1.180 -0.997 0.139
H -0.566 1.088 0.157 0.079
H -0.863 -1.136 0.504 0.076
H -2.568 -1.211 0.002 0.149
H -2.039 -1.054 -2.379 0.159
H -0.722 -0.112 -1.994 0.109
H 1.191 1.420 2.258 0.128
H 3.412 2.189 1.816 0.169
H 4.209 1.339 0.512 0.085
H 2.695 0.276 -1.202 0.162
H 1.248 -1.383 -1.489 0.172
H -0.759 -3.001 -1.784 0.136
```

net charge: +1
HOMO-LUMO gap: 7.8 eV
HOMO: -0.5120 Eh